C4H11S | ωB97M-V with the def2-TZVPD basis set

Cartesian coordinates (Å):
H 0.319 -3.141 2.325
H 2.039 -3.466 1.995
S -0.425 3.221 -3.024
H -1.359 3.711 0.587
H -1.616 4.829 -0.796
C 1.100 -3.117 1.574
H -0.179 2.175 -0.878
H 1.290 -2.066 1.349
H -0.173 -3.458 -0.166
C -1.511 3.772 -0.497
C -0.282 3.212 -1.219
H 1.483 -3.966 -0.444
C 0.706 -3.884 0.316
H 0.593 3.744 -0.848
H -2.413 3.329 -0.924
H 0.427 -4.895 0.650

For the gap between HOMO and LUMO, the calculation gives 0.18838 Ha. The highest occupied orbital energy comes out at -2.08 eV. For the total energy, the calculation gives -557.19554 hartree. For the LUMO energy, the calculation gives 0.112 Eh. The charge is -1.